Molecular formula: C61H118F30N11O22S10
Method: DFT, wB97M-V/def2-TZVPD

Each line ends with the Löwdin charge.
Cartesian coordinates (Å):
C: -3.44 -2.20 3.35  -0.087
C: -4.95 -2.26 3.22  -0.232
C: -5.62 -1.90 4.54  -0.139
N: -7.07 -2.23 4.57  -0.265
C: -7.35 -3.66 4.31  0.006
C: -7.62 -1.83 5.94  -0.073
C: -7.67 -0.25 5.90  -0.114
C: -8.15 0.00 4.50  -0.147
C: -7.88 -1.25 3.66  -0.037
H: -2.93 -2.52 2.43  0.077
H: -3.14 -2.90 4.13  0.085
H: -3.08 -1.20 3.59  0.078
H: -5.23 -3.26 2.87  0.097
H: -5.35 -1.64 2.40  0.114
H: -5.48 -0.82 4.70  0.124
H: -5.10 -2.30 5.43  0.154
H: -8.38 -3.87 4.62  0.114
H: -6.74 -4.31 4.93  0.118
H: -7.12 -3.90 3.27  0.100
H: -8.60 -2.31 6.00  0.128
H: -7.01 -2.22 6.76  0.136
H: -8.33 0.03 6.72  0.130
H: -6.68 0.16 6.05  0.110
H: -9.21 0.23 4.47  0.128
H: -7.77 0.87 3.94  0.106
H: -8.78 -1.80 3.41  0.135
H: -7.26 -1.00 2.81  0.115
C: -4.76 -6.82 1.13  -0.105
C: -4.41 -7.82 0.00  -0.227
C: -3.31 -7.27 -0.95  -0.192
C: -3.89 -6.09 -1.67  -0.137
N: -2.94 -5.42 -2.66  -0.271
C: -1.71 -4.99 -1.92  -0.102
C: -1.23 -3.69 -2.60  -0.118
C: -2.35 -3.36 -3.59  -0.129
C: -3.57 -4.19 -3.13  -0.106
C: -2.45 -6.28 -3.85  0.060
H: -5.39 -6.02 0.74  0.063
H: -3.85 -6.35 1.52  0.072
H: -5.14 -7.30 2.05  0.072
H: -5.32 -8.02 -0.58  0.107
H: -4.01 -8.79 0.34  0.115
H: -3.11 -8.09 -1.62  0.115
H: -2.44 -6.97 -0.36  0.122
H: -4.12 -5.31 -0.91  0.124
H: -4.83 -6.32 -2.21  0.153
H: -0.94 -5.76 -2.04  0.136
H: -1.98 -4.88 -0.86  0.133
H: -0.30 -3.86 -3.17  0.093
H: -1.14 -2.93 -1.83  0.086
H: -2.19 -3.56 -4.66  0.119
H: -2.62 -2.29 -3.61  0.122
H: -4.21 -4.46 -3.96  0.143
H: -4.08 -3.81 -2.25  0.136
H: -1.79 -7.09 -3.55  0.107
H: -1.86 -5.59 -4.45  0.081
H: -3.30 -6.63 -4.42  0.115
C: -3.08 7.02 -2.09  -0.074
C: -3.39 7.55 -0.68  -0.224
C: -2.27 7.22 0.33  -0.173
C: -2.33 5.73 0.56  -0.092
N: -1.37 5.34 1.73  -0.241
C: -1.46 3.84 1.86  -0.120
C: -0.08 3.41 2.26  -0.146
C: 0.74 4.24 1.31  -0.134
C: 0.07 5.60 1.48  -0.098
C: -1.79 6.00 3.01  0.029
H: -2.82 5.96 -2.08  0.054
H: -2.21 7.57 -2.47  0.084
H: -3.93 7.06 -2.77  0.078
H: -4.33 7.16 -0.28  0.113
H: -3.55 8.63 -0.76  0.113
H: -2.54 7.62 1.31  0.100
H: -1.29 7.54 -0.01  0.116
H: -1.88 5.18 -0.26  0.119
H: -3.33 5.35 0.81  0.133
H: -2.23 3.54 2.57  0.133
H: -1.83 3.45 0.92  0.115
H: 0.09 3.75 3.28  0.118
H: 0.03 2.32 2.19  0.119
H: 1.80 4.36 1.53  0.106
H: 0.52 3.83 0.32  0.105
H: 0.43 6.10 2.37  0.132
H: 0.18 6.25 0.62  0.127
H: -1.66 7.08 2.89  0.105
H: -1.17 5.52 3.77  0.111
H: -2.86 5.85 3.25  0.106
C: -1.94 -0.23 0.48  -0.093
C: -2.01 0.74 -0.65  -0.271
C: -0.68 1.17 -1.17  -0.159
C: 0.11 0.00 -1.81  -0.090
N: 1.06 0.40 -2.88  -0.267
C: 2.23 1.12 -2.27  -0.095
C: 3.10 0.10 -1.50  -0.110
C: 2.68 -1.25 -2.15  -0.111
C: 1.70 -0.87 -3.32  -0.082
C: 0.49 1.20 -4.00  0.060
H: -1.55 -1.20 0.15  0.068
H: -2.97 -0.27 0.87  0.078
H: -1.31 0.03 1.34  0.066
H: -2.53 1.65 -0.32  0.086
H: -2.62 0.35 -1.47  0.121
H: -0.11 1.53 -0.31  0.106
H: -0.84 1.92 -1.94  0.109
H: -0.65 -0.56 -2.38  0.140
H: 0.68 -0.58 -1.09  0.116
H: 2.73 1.58 -3.11  0.117
H: 1.90 1.91 -1.58  0.111
H: 4.15 0.38 -1.63  0.094
H: 2.84 0.13 -0.44  0.090
H: 3.43 -1.91 -2.56  0.094
H: 2.18 -1.85 -1.40  0.082
H: 2.25 -0.69 -4.25  0.139
H: 0.93 -1.58 -3.62  0.116
H: 1.24 1.44 -4.74  0.077
H: 0.04 2.12 -3.61  0.101
H: -0.27 0.56 -4.43  0.126
C: 5.87 1.15 1.53  -0.041
C: 5.02 2.43 1.41  -0.108
N: 5.91 3.68 1.74  -0.240
C: 5.06 4.94 1.60  0.046
C: 6.57 3.58 3.08  -0.187
C: 5.58 3.30 4.19  -0.043
C: 7.07 3.82 0.75  -0.090
C: 6.65 3.89 -0.66  -0.236
O: 6.22 2.64 -1.08  -0.234
C: 6.53 2.43 -2.48  -0.030
H: 6.48 1.16 2.43  0.073
H: 6.46 0.99 0.64  0.072
H: 5.18 0.30 1.67  0.081
H: 4.20 2.39 2.11  0.109
H: 4.60 2.62 0.42  0.123
H: 4.60 5.06 0.61  0.099
H: 5.63 5.79 2.00  0.125
H: 4.23 4.75 2.30  0.086
H: 7.11 4.50 3.27  0.134
H: 7.32 2.80 2.95  0.118
H: 4.81 4.07 4.35  0.088
H: 6.08 3.18 5.15  0.094
H: 5.02 2.39 3.92  0.071
H: 7.70 2.93 0.86  0.144
H: 7.66 4.67 1.07  0.149
H: 7.55 4.12 -1.24  0.145
H: 5.88 4.65 -0.79  0.128
H: 7.62 2.45 -2.49  0.095
H: 6.21 3.26 -3.13  0.092
H: 6.01 1.54 -2.85  0.091
C: 8.39 -2.73 2.58  -0.055
C: 7.70 -3.85 1.87  -0.167
N: 6.24 -3.98 2.24  -0.232
C: 5.74 -5.35 1.68  0.046
C: 6.06 -4.02 3.82  -0.098
C: 4.65 -4.54 4.20  -0.052
C: 5.36 -2.83 1.70  -0.060
C: 5.49 -2.77 0.18  -0.171
O: 6.61 -1.89 -0.01  -0.222
C: 6.76 -1.60 -1.44  -0.036
H: 8.42 -2.81 3.66  0.078
H: 7.99 -1.78 2.23  0.075
H: 9.39 -2.73 2.14  0.099
H: 8.13 -4.82 2.17  0.139
H: 7.72 -3.68 0.81  0.119
H: 4.68 -5.42 1.94  0.065
H: 6.26 -6.14 2.23  0.122
H: 5.88 -5.33 0.62  0.094
H: 6.17 -2.95 4.05  0.118
H: 6.86 -4.65 4.18  0.125
H: 3.83 -3.95 3.75  0.051
H: 4.49 -4.45 5.27  0.097
H: 4.51 -5.54 3.80  0.072
H: 5.81 -1.89 2.08  0.120
H: 4.36 -3.03 2.05  0.092
H: 4.62 -2.32 -0.29  0.121
H: 5.68 -3.73 -0.28  0.114
H: 5.81 -1.24 -1.85  0.068
H: 7.14 -2.39 -2.09  0.103
H: 7.44 -0.75 -1.48  0.085
C: 3.93 -4.68 -4.40  -0.602
F: 4.07 -4.50 -3.04  0.058
F: 4.33 -3.52 -4.97  0.102
F: 4.80 -5.63 -4.82  0.118
S: 2.14 -5.10 -4.65  0.555
O: 1.92 -6.01 -3.53  -0.318
O: 1.59 -3.74 -4.53  -0.330
N: 2.08 -5.78 -6.00  -0.290
S: 1.08 -7.09 -6.19  0.700
O: 1.63 -8.41 -5.87  -0.281
O: -0.30 -6.81 -5.83  -0.315
C: 0.91 -7.29 -8.00  -0.783
F: -0.13 -8.09 -7.92  0.131
F: 0.61 -6.19 -8.57  0.215
F: 1.95 -7.87 -8.55  0.175
C: -7.72 4.77 -5.52  -0.692
F: -8.45 4.91 -4.40  0.130
F: -8.22 3.72 -6.21  0.108
F: -7.86 5.84 -6.30  0.147
S: -5.98 4.51 -5.20  0.630
O: -5.41 4.42 -6.53  -0.283
O: -5.72 5.76 -4.45  -0.313
N: -5.92 3.15 -4.40  -0.297
S: -4.60 2.71 -3.70  0.610
O: -4.46 1.24 -3.55  -0.351
O: -3.38 3.43 -4.13  -0.329
C: -4.76 3.22 -1.94  -0.671
F: -3.49 3.46 -1.44  0.058
F: -5.47 4.33 -1.90  0.140
F: -5.36 2.29 -1.26  0.160
C: 1.76 -5.17 0.78  -0.635
F: 2.38 -5.85 1.74  0.128
F: 2.71 -4.80 -0.12  0.106
F: 0.94 -6.06 0.18  0.115
S: 0.77 -3.70 1.34  0.560
O: 0.55 -2.97 0.07  -0.319
O: -0.37 -4.42 1.95  -0.310
N: 1.76 -3.05 2.27  -0.301
S: 1.29 -1.51 2.81  0.692
O: 1.69 -0.50 1.83  -0.328
O: -0.07 -1.42 3.34  -0.288
C: 2.38 -1.12 4.21  -0.777
F: 3.60 -1.49 3.94  0.156
F: 2.26 0.20 4.26  0.153
F: 1.89 -1.68 5.25  0.209
C: 2.32 4.81 -2.36  -0.653
F: 1.15 4.11 -2.26  0.096
F: 2.32 5.91 -1.58  0.128
F: 3.31 3.96 -1.91  0.038
S: 2.85 5.13 -3.99  0.482
O: 1.86 6.12 -4.22  -0.255
O: 4.21 5.58 -3.76  -0.295
N: 2.64 3.80 -4.71  -0.274
S: 3.79 3.45 -5.97  0.715
O: 3.85 4.57 -6.89  -0.263
O: 5.03 2.78 -5.56  -0.319
C: 3.02 2.08 -6.89  -0.747
F: 3.15 0.96 -6.26  0.174
F: 1.76 2.39 -7.16  0.153
F: 3.69 2.04 -8.05  0.148
C: -4.63 6.40 6.22  -0.688
F: -5.25 7.09 7.17  0.146
F: -4.00 7.21 5.35  0.111
F: -3.68 5.64 6.78  0.123
S: -5.92 5.43 5.38  0.564
O: -6.59 4.78 6.48  -0.285
O: -6.62 6.49 4.69  -0.275
N: -5.11 4.45 4.45  -0.311
S: -5.89 3.92 3.15  0.639
O: -7.32 3.60 3.34  -0.299
O: -5.52 4.57 1.89  -0.315
C: -5.20 2.25 2.77  -0.716
F: -4.13 2.32 2.03  0.142
F: -4.94 1.58 3.88  0.130
F: -6.19 1.66 2.08  0.117

Values from the calculation:
Multiplicity: 1
LUMO level (eV): -2.67
Kohn-Sham gap (hartree): 0.2661
Total charge: +1